Below is the ion C5H9N with charge +1 in a non-equilibrium geometry, with properties calculated with the ωB97M-V functional and the def2-TZVPD basis.

Output
<S²> ... 0.76
Lowest unoccupied orbital energy (spin up / spin down) ... -0.1764 / -0.2382 Ha
Total energy ... -250.3490 Ha
E_HOMO (spin up / spin down) ... -13.92 / -15.17 eV

Geometry as ORCA input:
```
! wB97M-V def2-TZVPD RIJCOSX def2/J DEFGRID3
* xyz 1 2
C -1.2208 -0.8998 1.4183
N -0.3995 -0.9784 -1.5218
C 0.2250 -0.2741 -0.5863
C 0.0791 -0.5665 0.8031
C 1.3729 1.8187 -0.1422
C 0.9917 0.8732 -0.9983
H -1.9477 -1.2222 0.6761
H -1.0796 -1.7045 2.1463
H -1.6141 -0.0749 2.0133
H -1.1208 -1.6137 -1.2046
H -0.5901 -0.5046 -2.3980
H 0.9562 -0.4335 1.4217
H 1.0040 1.9501 0.8726
H 2.0409 2.6089 -0.4775
H 1.3028 1.0211 -2.0227
*
```